{"formula": "C5H5N5O", "method": "ωB97M-V/def2-TZVPD", "elements": ["N", "C", "N", "C", "C", "O", "N", "C", "N", "C", "N", "H", "H", "H", "H", "H"], "coordinates": [[3.134, 0.570, -0.106], [1.739, 0.273, -0.035], [0.919, 1.286, -0.048], [-0.334, 0.764, -0.031], [-1.604, 1.410, -0.007], [-1.745, 2.621, -0.031], [-2.737, 0.456, -0.028], [-2.519, -0.819, -0.033], [-1.332, -1.419, -0.017], [-0.254, -0.612, -0.081], [1.093, -0.924, -0.045], [3.588, 0.431, 0.744], [3.029, 1.619, -0.193], [-3.411, -1.419, -0.040], [-1.137, -2.419, -0.006], [1.572, -1.819, -0.041]], "e_above_lowest_kcal_mol": 10.0, "homo_lumo_gap_ha": 0.30795, "total_energy_ha": -542.562211, "total_charge": 0, "smiles": "Nc1nc2c(=O)nc[nH]c2[nH]1"}

---

{"formula": "C5H5N6", "method": "ωB97M-V/def2-TZVPD", "elements": ["C", "C", "C", "C", "C", "N", "N", "N", "N", "N", "N", "H", "H", "H", "H", "H"], "coordinates": [[-1.834, -0.889, 0.556], [0.329, 0.182, 1.319], [-0.130, -0.322, -1.147], [0.418, 0.849, -1.895], [-0.916, 0.095, 0.050], [-2.746, -1.525, 0.852], [1.636, 0.948, 2.639], [0.748, 1.350, 1.762], [0.868, -0.901, 1.855], [1.691, -0.331, 2.731], [0.029, -1.509, -1.514], [1.261, 1.253, -1.270], [-0.482, 1.417, -2.204], [0.978, 0.632, -2.741], [-1.405, 0.996, -0.077], [-0.445, -2.244, -0.917]], "e_above_lowest_kcal_mol": 11.6, "homo_lumo_gap_ha": 0.33695, "total_energy_ha": -522.047752, "total_charge": -1}

---

{"formula": "C5H5NO", "method": "ωB97M-V/def2-TZVPD", "elements": ["C", "C", "O", "C", "C", "C", "N", "H", "H", "H", "H", "H"], "coordinates": [[0.412, -0.264, 1.444], [-0.053, -0.356, 0.008], [-1.213, -1.131, -0.008], [-0.274, 0.976, -0.596], [-0.451, 2.060, -1.089], [1.216, -1.428, -1.868], [0.967, -1.008, -0.797], [1.336, 0.313, 1.488], [-0.363, 0.222, 2.038], [0.586, -1.278, 1.810], [-1.566, -1.132, -0.909], [-0.598, 3.025, -1.521]], "e_above_lowest_kcal_mol": 76.5, "homo_lumo_gap_ha": 0.42593, "total_energy_ha": -323.397732, "total_charge": 0}

---

{"formula": "C5H5NO", "method": "ωB97M-V/def2-TZVPD", "elements": ["N", "C", "C", "C", "C", "C", "O", "H", "H", "H", "H", "H"], "coordinates": [[2.566, 1.318, 0.707], [1.999, 0.436, 0.214], [1.325, -0.623, -0.485], [0.050, -0.527, -0.864], [-0.886, 0.516, -0.340], [-1.379, -0.008, 1.017], [-0.632, -0.471, 1.840], [1.910, -1.511, -0.696], [-0.387, -1.342, -1.437], [-1.730, 0.716, -1.006], [-0.365, 1.464, -0.151], [-2.469, 0.033, 1.200]], "e_above_lowest_kcal_mol": 30.6, "homo_lumo_gap_ha": 0.37757, "total_energy_ha": -323.470997, "total_charge": 0, "smiles": "N#C/C=C\\CC=O"}

---

{"formula": "C5H5NO", "method": "ωB97M-V/def2-TZVPD", "elements": ["C", "C", "C", "C", "C", "N", "O", "H", "H", "H", "H", "H"], "coordinates": [[-0.003, -0.506, -1.239], [-0.496, -1.541, -0.387], [0.354, 0.715, -0.902], [-1.416, -1.194, 1.876], [0.679, 1.924, -0.580], [-1.512, -1.172, 3.088], [-0.633, -1.419, 0.907], [0.096, -0.799, -2.274], [-0.721, -2.513, -0.804], [1.682, 2.195, -0.287], [-0.041, 2.729, -0.582], [-0.794, -1.388, 3.772]], "e_above_lowest_kcal_mol": 140.6, "homo_lumo_gap_ha": [0.28122, 0.27089], "total_energy_ha": -323.295616, "total_charge": 0}

---

{"formula": "C5H5NO", "method": "ωB97M-V/def2-TZVPD", "elements": ["C", "C", "C", "C", "C", "N", "O", "H", "H", "H", "H", "H"], "coordinates": [[0.749, 1.091, 0.645], [-0.075, 1.875, -0.120], [0.432, -0.255, 0.991], [-1.835, 0.225, -0.892], [0.082, -1.288, 0.052], [-1.301, -0.871, -0.569], [-1.124, 1.441, -0.906], [1.452, 1.641, 1.134], [0.015, 3.017, -0.161], [0.714, -1.393, -0.872], [-0.034, -2.276, 0.445], [-2.054, -1.652, -0.626]], "e_above_lowest_kcal_mol": 155.1, "homo_lumo_gap_ha": [0.26786, 0.27368], "total_energy_ha": -323.272536, "total_charge": 0}

---

{"formula": "C5H5NO", "method": "ωB97M-V/def2-TZVPD", "elements": ["C", "C", "C", "C", "C", "N", "O", "H", "H", "H", "H", "H"], "coordinates": [[-0.440, 1.042, 0.880], [-1.133, 0.248, 0.309], [2.866, 1.606, 0.573], [0.958, 2.661, 1.750], [-1.952, -0.778, -0.304], [1.843, 2.268, 0.956], [0.278, 3.350, 2.389], [3.090, 1.648, -0.578], [3.468, 1.108, 1.346], [-1.543, -0.983, -1.430], [-2.944, -0.593, -0.380], [-1.905, -1.604, 0.453]], "e_above_lowest_kcal_mol": 153.6, "homo_lumo_gap_ha": [0.25797, 0.25818], "total_energy_ha": -323.274886, "total_charge": 0}

---

{"formula": "C5H5NO", "method": "ωB97M-V/def2-TZVPD", "elements": ["N", "C", "O", "C", "C", "C", "C", "H", "H", "H", "H", "H"], "coordinates": [[-0.342, -1.693, -2.208], [-0.441, -1.676, -1.050], [-0.540, -1.658, 0.240], [-0.262, -0.354, 0.847], [-0.969, 0.796, 0.184], [0.159, 1.293, -0.326], [1.065, 0.287, 0.357], [-0.392, -0.546, 1.913], [-2.017, 1.073, 0.139], [0.375, 2.128, -0.984], [1.686, -0.357, -0.274], [1.677, 0.706, 1.162]], "e_above_lowest_kcal_mol": 60.3, "homo_lumo_gap_ha": 0.41650, "total_energy_ha": -323.423616, "total_charge": 0, "smiles": "N#CO[C@@H]1C=CC1"}

---

{"formula": "C5H5NO", "method": "ωB97M-V/def2-TZVPD", "elements": ["C", "C", "C", "C", "C", "N", "O", "H", "H", "H", "H", "H"], "coordinates": [[-0.353, -1.179, 0.035], [-0.204, 1.067, 1.038], [0.613, -0.881, -0.822], [-1.171, -0.018, 0.435], [1.349, 0.125, -1.347], [0.903, 1.419, 0.665], [1.973, -1.106, -1.204], [-0.420, -2.123, 0.544], [-0.671, 1.545, 1.904], [-1.625, 0.495, -0.414], [-1.939, -0.285, 1.155], [1.545, 0.943, -1.990]], "e_above_lowest_kcal_mol": 142.8, "homo_lumo_gap_ha": [0.32265, 0.28716], "total_energy_ha": -323.292157, "total_charge": 0}

---

{"formula": "C5H5NO", "method": "ωB97M-V/def2-TZVPD", "elements": ["C", "C", "C", "O", "C", "C", "N", "H", "H", "H", "H", "H"], "coordinates": [[2.341, -0.777, -0.334], [1.704, -0.161, 0.483], [0.569, 0.530, 1.083], [0.501, 0.886, 2.236], [-0.423, 0.706, -0.059], [-1.162, -0.445, -0.625], [-1.868, 0.715, -0.058], [2.996, -1.321, -0.972], [-0.005, 1.368, -0.818], [-1.237, -1.383, -0.077], [-1.179, -0.569, -1.708], [-2.237, 0.450, 0.850]], "e_above_lowest_kcal_mol": 83.0, "homo_lumo_gap_ha": 0.36590, "total_energy_ha": -323.387459, "total_charge": 0, "smiles": "C#CC(=O)[C@H]1CN1"}

---

{"formula": "C5H5NO", "method": "ωB97M-V/def2-TZVPD", "elements": ["N", "C", "C", "C", "C", "C", "O", "H", "H", "H", "H", "H"], "coordinates": [[-2.713, -1.460, -0.708], [-2.048, -0.518, -0.625], [-1.215, 0.879, -1.856], [0.218, 1.350, -1.613], [-0.588, 1.986, -0.465], [-1.087, 0.753, 0.292], [-1.707, 2.095, -1.425], [0.929, 0.552, -1.361], [0.637, 2.021, -2.372], [-0.340, 2.912, 0.059], [-0.253, 0.213, 0.762], [-1.810, 1.063, 1.057]], "e_above_lowest_kcal_mol": 165.3, "homo_lumo_gap_ha": [0.30724, 0.30724], "total_energy_ha": -323.256191, "total_charge": 0}

---

{"formula": "C5H5NO", "method": "ωB97M-V/def2-TZVPD", "elements": ["N", "C", "C", "O", "C", "C", "C", "H", "H", "H", "H", "H"], "coordinates": [[1.230, 1.430, -0.337], [1.895, 0.482, 0.199], [0.990, -0.721, 0.275], [0.111, -0.691, 1.594], [-0.917, -0.737, 0.813], [-0.185, 1.156, -0.627], [-0.365, -0.412, -0.466], [1.377, -1.741, 0.237], [-1.904, -0.994, 1.197], [-0.554, 1.480, -1.607], [-0.769, 1.695, 0.130], [-0.713, -0.918, -1.368]], "e_above_lowest_kcal_mol": 135.7, "homo_lumo_gap_ha": [0.26532, 0.20359], "total_energy_ha": -323.303366, "total_charge": 0}

---

{"formula": "C5H5NO", "method": "ωB97M-V/def2-TZVPD", "elements": ["C", "C", "C", "C", "N", "C", "O", "H", "H", "H", "H", "H"], "coordinates": [[1.274, -0.121, -2.015], [0.499, 0.174, -1.145], [-0.413, 0.493, -0.037], [-1.824, 0.413, -0.449], [-2.947, 0.364, -0.722], [-0.128, -0.423, 1.182], [1.089, -0.077, 1.783], [1.946, -0.371, -2.808], [-0.226, 1.523, 0.297], [-0.154, -1.472, 0.857], [-0.908, -0.275, 1.931], [1.800, -0.256, 1.153]], "e_above_lowest_kcal_mol": 56.1, "homo_lumo_gap_ha": 0.42220, "total_energy_ha": -323.430346, "total_charge": 0, "smiles": "C#C[C@@H](C#N)CO"}

---

{"formula": "C5H5NO", "method": "ωB97M-V/def2-TZVPD", "elements": ["O", "C", "C", "C", "C", "C", "N", "H", "H", "H", "H", "H"], "coordinates": [[-2.097, 0.062, 1.261], [-1.033, 0.053, 0.706], [-0.678, 0.479, -0.692], [-1.444, 0.564, -1.795], [0.274, -0.632, 1.096], [1.009, -0.385, -0.157], [1.436, 0.247, 1.038], [-0.908, 0.397, -2.739], [0.343, -1.507, 1.738], [0.361, 0.941, -0.800], [1.622, -0.988, -0.824], [1.215, 1.238, 1.125]], "e_above_lowest_kcal_mol": 167.1, "homo_lumo_gap_ha": [0.28992, 0.28996], "total_energy_ha": -323.253337, "total_charge": 0}

---

{"formula": "C5H5NO", "method": "ωB97M-V/def2-TZVPD", "elements": ["N", "C", "C", "O", "C", "C", "C", "H", "H", "H", "H", "H"], "coordinates": [[-0.205, -2.102, -1.758], [-0.763, -1.518, -0.930], [-1.131, -0.348, -0.124], [-0.829, -0.399, 1.272], [0.161, 0.624, 1.115], [1.236, 0.216, 0.179], [-0.067, 0.701, -0.391], [-2.162, -0.030, -0.300], [0.294, 1.275, 1.974], [2.001, 0.982, 0.078], [1.594, -0.807, 0.099], [-0.131, 1.406, -1.213]], "e_above_lowest_kcal_mol": 68.0, "homo_lumo_gap_ha": 0.40408, "total_energy_ha": -323.411378, "total_charge": 0}

---

{"formula": "C5H5NO2", "method": "ωB97M-V/def2-TZVPD", "elements": ["N", "C", "C", "C", "O", "C", "C", "O", "H", "H", "H", "H", "H"], "coordinates": [[-1.465, 2.677, 0.040], [-1.078, 1.538, 0.161], [-0.465, 0.215, -0.079], [-1.519, -0.771, -0.630], [-2.163, -1.567, 0.068], [0.531, -0.452, 0.979], [1.632, -0.009, -0.154], [0.588, 0.199, -1.160], [-1.675, -0.471, -1.825], [0.364, -1.591, 1.094], [0.504, -0.102, 2.082], [2.194, 1.079, 0.010], [2.551, -0.746, -0.585]], "e_above_lowest_kcal_mol": 100.8, "homo_lumo_gap_ha": 0.38579, "total_energy_ha": -398.617813, "total_charge": 0, "smiles": "N#C[C@]1(C=O)CCO1"}

---

{"formula": "C5H5NO2", "method": "ωB97M-V/def2-TZVPD", "elements": ["C", "C", "C", "C", "C", "H", "H", "H", "H", "H", "N", "O", "O"], "coordinates": [[-0.702, 0.799, -0.190], [-0.590, -0.002, 0.969], [-0.652, -0.526, -0.918], [0.941, -0.699, -0.632], [0.828, -0.504, 0.809], [-1.035, 0.067, 1.973], [-1.332, -2.038, 0.228], [-0.926, -0.775, -1.999], [1.512, -1.394, -1.234], [1.580, -1.138, 1.522], [-1.376, -1.108, 0.122], [-0.412, 2.025, -0.142], [1.773, 0.303, -0.054]], "e_above_lowest_kcal_mol": 137.5, "homo_lumo_gap_ha": 0.37218, "total_energy_ha": -398.559345, "total_charge": 0}

---

{"formula": "C5H5NO2", "method": "ωB97M-V/def2-TZVPD", "elements": ["C", "C", "C", "C", "C", "H", "H", "H", "H", "H", "N", "O", "O"], "coordinates": [[-0.068, 1.110, 0.551], [0.121, -0.394, 0.980], [-1.091, 0.333, -0.491], [0.008, -0.496, -1.276], [0.818, -1.194, -0.253], [0.308, -0.661, 2.027], [-1.232, -1.542, 0.088], [-1.795, 0.642, -0.993], [-0.302, -1.288, -2.117], [0.946, -2.253, -0.284], [-1.205, -0.644, 0.614], [0.009, 2.187, 1.095], [1.463, -0.505, -1.106]], "e_above_lowest_kcal_mol": 147.0, "homo_lumo_gap_ha": 0.38246, "total_energy_ha": -398.544173, "total_charge": 0}

---

{"formula": "C5H5NO2", "method": "ωB97M-V/def2-TZVPD", "elements": ["C", "C", "C", "C", "C", "H", "H", "H", "H", "H", "N", "O", "O"], "coordinates": [[1.951, -0.223, 0.724], [0.938, 0.421, -0.226], [-0.504, 0.141, -0.473], [-1.521, 0.944, -0.218], [-1.123, -1.059, -0.279], [2.705, 0.556, 1.056], [1.811, -0.934, 1.412], [1.249, 1.347, -0.700], [-1.490, 2.013, -0.237], [-0.763, -2.131, -0.429], [-2.703, 0.349, 0.169], [1.847, -0.477, -0.804], [-2.396, -0.947, 0.004]], "e_above_lowest_kcal_mol": 114.0, "homo_lumo_gap_ha": 0.38650, "total_energy_ha": -398.596762, "total_charge": 0}